# 1
Density functional theory data (ωB97M-V/def2-TZVPD) for a 2-piece molecular cluster, C5H14 overall.

Element x y z (Å)
C  -1.30034  -0.20428  -0.52654
C  -1.47353  -0.58210  -2.00446
C  -0.47223  -1.62666  -2.46104
H  -0.26638  -0.26682  -0.24397
H  -1.82166  -0.90336  0.13080
H  -1.76311  0.77463  -0.39548
H  -2.50187  -0.88841  -2.16409
H  -1.40669  0.30707  -2.62617
H  -0.56886  -2.48883  -1.79269
H  -0.56658  -2.02917  -3.46766
H  0.54014  -1.27561  -2.30167
C  1.03445  0.59878  2.59261
C  1.84954  1.72084  1.92671
H  1.70919  -0.24024  2.76496
H  0.51844  0.88436  3.49583
H  0.32647  0.17385  1.89082
H  1.68088  1.70650  0.84954
H  2.93440  1.64438  2.01691
H  1.54777  2.69511  2.31559

Kohn-Sham gap = 12.386 eV
SMILES string = CCC.CC
HOMO energy = -0.4146 Ha
Spin multiplicity = 1

How is the electron density shared among the atoms? According to Mulliken, the charges in e are:
1 C -0.966
2 C -0.235
3 C -1.154
4 H 0.146
5 H 0.338
6 H 0.338
7 H 0.276
8 H 0.280
9 H 0.283
10 H 0.354
11 H 0.296
12 C -0.509
13 C -0.817
14 H 0.250
15 H 0.337
16 H -0.017
17 H 0.259
18 H 0.289
19 H 0.251

***

# 2
Density functional theory data (ωB97M-V/def2-TZVPD) for a 2-piece molecular cluster, C5H14 overall.

Element x y z (Å)
C  1.13332  2.46179  0.79632
C  0.29137  1.18960  0.27551
C  -1.04233  1.45822  -0.37214
H  2.15299  2.13705  0.66491
H  1.02378  2.87179  1.78515
H  1.06810  3.32073  0.13256
H  0.98754  0.72715  -0.46530
H  0.03595  0.55102  1.18774
H  -1.67677  2.01979  0.19725
H  -0.83877  1.89363  -1.40369
H  -1.56706  0.54966  -0.46904
C  0.00264  -1.91673  0.41246
C  -0.43093  -2.82780  -0.96344
H  0.40273  -1.03619  -0.15765
H  -0.75077  -1.73235  1.07011
H  0.73890  -2.46697  1.00321
H  -0.34184  -2.30167  -1.88527
H  -1.40331  -3.22477  -0.82722
H  0.21447  -3.67396  -0.98147

Kohn-Sham gap = 11.722 eV
SMILES string = CCC.CC
HOMO energy = -0.3898 Ha
Spin multiplicity = 1

How is the electron density shared among the atoms? According to Mulliken, the charges in e are:
1 C -1.251
2 C -0.032
3 C -1.180
4 H 0.345
5 H 0.343
6 H 0.315
7 H 0.211
8 H 0.216
9 H 0.405
10 H 0.290
11 H 0.345
12 C -0.488
13 C -1.018
14 H -0.193
15 H 0.358
16 H 0.391
17 H 0.342
18 H 0.273
19 H 0.329

***

# 3
Density functional theory data (ωB97M-V/def2-TZVPD) for a 2-piece molecular cluster, C5H14 overall.

Element x y z (Å)
C  -0.57797  -1.69575  1.75097
C  -0.18554  -0.21797  1.69534
C  -1.40154  0.69549  1.54823
H  -1.44459  -1.90322  2.38230
H  -0.81269  -2.12574  0.77570
H  0.26037  -2.30319  2.08421
H  0.35683  -0.00600  2.61694
H  0.51495  -0.05417  0.86667
H  -2.14450  0.44999  2.30043
H  -1.14778  1.73471  1.81097
H  -1.79081  0.71662  0.53224
C  0.46119  1.06924  -2.21721
C  1.63221  0.06951  -2.38191
H  -0.53403  0.62055  -2.26453
H  0.53795  1.62571  -1.27890
H  0.45288  1.78966  -3.05103
H  2.14768  0.23783  -3.32910
H  1.31928  -0.96155  -2.24940
H  2.35612  0.25828  -1.59193

Kohn-Sham gap = 12.603 eV
SMILES string = CCC.CC
HOMO energy = -0.4217 Ha
Spin multiplicity = 1

How is the electron density shared among the atoms? According to Mulliken, the charges in e are:
1 C -1.171
2 C 0.065
3 C -1.113
4 H 0.324
5 H 0.296
6 H 0.334
7 H 0.283
8 H 0.038
9 H 0.385
10 H 0.301
11 H 0.257
12 C -0.740
13 C -0.845
14 H 0.234
15 H 0.202
16 H 0.322
17 H 0.324
18 H 0.254
19 H 0.252

***

# 4
Density functional theory data (ωB97M-V/def2-TZVPD) for a 2-piece molecular cluster, C5H14 overall.

Element x y z (Å)
C  0.75379  -1.45920  -1.52802
C  0.68237  -0.31279  -2.52233
H  0.14114  -2.30843  -1.82863
H  1.75362  -1.90353  -1.58519
H  0.46884  -1.12155  -0.51388
H  1.38679  0.50485  -2.34601
H  -0.31491  0.12047  -2.40631
H  0.74929  -0.53140  -3.58273
C  -0.33948  1.18225  1.51221
C  0.19730  0.07111  2.39236
C  -1.39675  0.80840  0.56412
H  0.44077  1.77138  0.99313
H  -0.72727  1.90933  2.30973
H  0.74684  -0.67414  1.74887
H  1.14915  0.35603  2.86072
H  -1.16812  -0.14219  0.00685
H  -1.61146  1.55201  -0.19847
H  -0.62016  -0.27232  3.01606
H  -2.29176  0.44975  1.10753

Kohn-Sham gap (alpha / beta) = 12.174 / 4.241 eV
Total charge = +1
HOMO energy (alpha / beta) = -0.5607 / -0.5600 Ha
Expectation value of S² = 0.754
Spin multiplicity = 2

How is the electron density shared among the atoms? According to Mulliken, the charges in e are:
1 C -0.211
2 C -0.860
3 H 0.285
4 H 0.352
5 H -0.350
6 H 0.274
7 H 0.218
8 H 0.355
9 C -0.048
10 C -0.875
11 C -0.748
12 H 0.362
13 H 0.326
14 H 0.270
15 H 0.359
16 H 0.206
17 H 0.359
18 H 0.354
19 H 0.373

***

# 5
Density functional theory data (ωB97M-V/def2-TZVPD) for a 2-piece molecular cluster, C5H14 overall.

Element x y z (Å)
C  -1.65103  1.01309  -2.54602
C  -0.55550  0.97649  -1.56469
H  -2.58617  0.59243  -2.21491
H  -1.82504  2.03160  -2.96121
H  -1.24725  0.70325  -3.53675
H  0.05822  1.87309  -1.46451
H  0.15757  0.10915  -1.74785
H  -0.83974  0.55224  -0.58804
C  1.06041  -1.03771  1.15261
C  1.67259  0.07648  1.96491
C  -0.37947  -1.30742  1.38684
H  1.22991  -0.78873  0.07038
H  1.65046  -1.97076  1.15948
H  1.53418  -0.00920  3.03822
H  -0.78122  -0.90404  2.33431
H  1.38978  1.06300  1.57798
H  2.74954  0.02496  1.82396
H  -1.02492  -0.63375  0.75361
H  -0.61231  -2.36418  1.36169

Kohn-Sham gap (alpha / beta) = 13.335 / 4.215 eV
Total charge = +1
HOMO energy (alpha / beta) = -0.5920 / -0.5460 Ha
Expectation value of S² = 0.754
Spin multiplicity = 2

How is the electron density shared among the atoms? According to Mulliken, the charges in e are:
1 C -0.904
2 C -0.279
3 H 0.358
4 H 0.318
5 H 0.307
6 H 0.412
7 H 0.290
8 H -0.134
9 C 0.033
10 C -1.111
11 C -0.681
12 H 0.125
13 H 0.377
14 H 0.371
15 H 0.336
16 H 0.300
17 H 0.363
18 H 0.186
19 H 0.333

***

Computed energy relative to the best compared isomer or geometry (same formula, charge and spin) (eV) in order:
0.324; 1.624; 0.244; 0.721; 0.788